No. 1
{"formula": "C2H11N2Si", "method": "ωB97M-V/def2-TZVPD", "de_lowest_kj_mol": 289.5, "e_homo_ev": -11.1, "total_charge": 1, "orbital_gap_ev": 6.48, "e_tot_ev": -13100.0845, "lumo_ha": -0.1712, "elements": ["C", "C", "N", "N", "Si", "H", "H", "H", "H", "H", "H", "H", "H", "H", "H", "H"], "coordinates": [[-0.98, 0.17, -0.39], [-0.54, 1.55, 0.05], [0.64, 1.92, -0.29], [2.28, -0.04, -1.20], [-2.52, -2.33, 2.75], [-1.79, 0.02, -1.11], [-0.05, -0.32, -0.63], [-1.63, -0.20, 0.49], [0.89, 2.91, -0.24], [1.13, 1.41, -0.96], [1.95, -0.99, -1.62], [2.68, -0.48, -0.37], [3.18, 0.14, -1.78], [-2.65, -3.77, 3.07], [-1.41, -2.24, 1.74], [-1.20, 2.23, 0.50]]}

***

No. 2
{"formula": "C20H27IrN2S4", "method": "ωB97M-V/def2-TZVPD", "e_homo_ev": [-13.8, -14.2], "total_charge": 2, "orbital_gap_ev": [8.20, 5.83], "s_squared": 6.044, "e_tot_ev": -70322.1646, "lumo_ha": [-0.2069, -0.3063], "spin_multiplicity": 5, "elements": ["Ir", "C", "C", "S", "C", "C", "S", "C", "C", "S", "C", "C", "S", "H", "H", "H", "H", "H", "H", "H", "H", "H", "H", "H", "H", "H", "H", "H", "H", "C", "N", "C", "C", "C", "C", "C", "N", "C", "C", "C", "C", "C", "C", "H", "H", "H", "H", "H", "H", "H", "H", "H", "H", "H"], "coordinates": [[0.08, 0.31, 0.12], [-1.68, 2.91, 1.54], [-2.73, 2.48, 0.53], [-2.61, 0.77, -0.05], [-3.42, -0.23, 1.20], [-2.61, -0.46, 2.46], [-0.93, -1.02, 2.08], [-0.11, -0.41, 3.57], [1.39, -0.51, 3.41], [2.03, 0.29, 1.94], [2.20, 2.04, 2.35], [0.93, 2.87, 2.40], [-0.01, 2.74, 0.85], [-1.73, 2.32, 2.45], [-1.84, 3.96, 1.80], [-2.66, 3.08, -0.38], [-3.73, 2.63, 0.94], [-3.63, -1.17, 0.69], [-4.38, 0.23, 1.45], [-3.08, -1.24, 3.07], [-2.53, 0.44, 3.07], [-0.45, -1.01, 4.42], [-0.44, 0.62, 3.73], [1.69, -1.55, 3.29], [1.91, -0.12, 4.29], [2.87, 2.42, 1.57], [2.74, 2.11, 3.29], [1.18, 3.91, 2.55], [0.28, 2.56, 3.21], [3.30, -0.68, -0.70], [2.06, -0.03, -1.15], [2.04, 0.37, -2.37], [0.82, 0.90, -2.89], [0.54, 1.36, -4.22], [-0.79, 1.59, -4.24], [-1.29, 1.27, -2.89], [-0.31, 0.88, -2.10], [3.06, -2.06, -0.13], [1.80, -2.63, 0.02], [1.66, -3.89, 0.59], [2.78, -4.59, 1.02], [4.04, -4.03, 0.85], [4.18, -2.78, 0.27], [3.72, -0.05, 0.08], [4.03, -0.73, -1.51], [2.91, 0.28, -3.01], [1.25, 1.46, -5.02], [-1.40, 1.93, -5.06], [-2.31, 1.31, -2.57], [0.91, -2.13, -0.36], [0.68, -4.33, 0.69], [2.67, -5.57, 1.46], [4.92, -4.58, 1.16], [5.17, -2.35, 0.15]]}

***

No. 3
{"formula": "C8H12N3", "method": "ωB97M-V/def2-TZVPD", "de_lowest_kj_mol": 518.1, "e_homo_ev": -12.8, "total_charge": 1, "orbital_gap_ev": 9.55, "e_tot_ev": -12949.4405, "lumo_ha": -0.1205, "smiles": "CC#C/C=C\\[C@@]1(C)N=CN[NH2+]1", "elements": ["C", "C", "C", "C", "C", "C", "C", "N", "C", "N", "N", "H", "H", "H", "H", "H", "H", "H", "H", "H", "H", "H", "H"], "coordinates": [[3.12, -1.77, 0.84], [1.91, -1.90, 0.06], [0.92, -1.56, -0.55], [-0.24, -1.51, -1.31], [-1.20, -0.57, -1.44], [-1.26, 0.60, -0.54], [-1.83, 1.74, -1.23], [-2.07, 0.28, 0.63], [-1.51, 0.56, 1.72], [-0.10, 0.83, 1.57], [0.25, 1.06, 0.25], [3.00, -1.71, 1.88], [3.61, -0.90, 0.53], [3.93, -2.47, 0.58], [-0.19, -2.43, -1.89], [-2.01, -0.59, -2.06], [-1.59, 2.69, -0.63], [-2.94, 1.79, -1.26], [-1.66, 1.74, -2.29], [-1.93, 0.47, 2.83], [0.50, 1.23, 2.29], [0.85, 0.39, -0.07], [0.46, 2.01, 0.08]]}

***

No. 4
{"formula": "C5H6FNO", "method": "ωB97M-V/def2-TZVPD", "de_lowest_kj_mol": 561.5, "e_homo_ev": -7.7, "total_charge": 0, "orbital_gap_ev": 8.31, "e_tot_ev": -11532.3377, "lumo_ha": 0.0239, "elements": ["C", "C", "C", "C", "C", "H", "H", "H", "H", "H", "H", "N", "O", "F"], "coordinates": [[1.11, 2.06, 0.03], [0.60, 0.71, -0.21], [-1.30, -0.42, -0.02], [-0.34, -1.32, -0.07], [0.95, -0.63, 0.12], [0.36, 2.66, 0.71], [1.46, 2.60, -0.82], [2.16, 2.18, 0.94], [-0.74, -2.46, 0.22], [2.08, -2.58, -0.02], [3.18, -0.94, 0.26], [2.14, -1.33, -0.03], [-0.74, 0.83, -0.13], [-2.64, -0.14, 0.10]]}

***

No. 5
{"formula": "C6H12O", "method": "ωB97M-V/def2-TZVPD", "de_lowest_kj_mol": 99.8, "e_homo_ev": -8.7, "total_charge": 0, "orbital_gap_ev": 9.69, "e_tot_ev": -8463.3197, "lumo_ha": 0.0348, "smiles": "C=C(O)CCCC", "elements": ["C", "C", "O", "C", "C", "C", "C", "H", "H", "H", "H", "H", "H", "H", "H", "H", "H", "H", "H"], "coordinates": [[1.93, -0.63, 0.35], [1.26, 0.49, 0.64], [1.18, 0.95, 1.92], [0.37, 1.28, -0.27], [-1.11, 0.95, 0.04], [-1.37, -0.55, 0.13], [-0.94, -1.26, -1.16], [2.26, -0.88, -0.65], [2.23, -1.31, 1.15], [1.83, 0.45, 2.44], [0.53, 2.36, -0.14], [0.59, 1.03, -1.32], [-1.41, 1.45, 0.97], [-1.74, 1.35, -0.77], [-2.42, -0.73, 0.40], [-0.78, -0.97, 0.94], [0.06, -1.67, -0.97], [-1.68, -1.99, -1.49], [-0.81, -0.56, -2.00]]}

***

No. 6
{"formula": "C17H34N2O", "method": "ωB97M-V/def2-TZVPD", "de_lowest_kj_mol": 0.0, "e_homo_ev": -8.8, "total_charge": 0, "orbital_gap_ev": 9.56, "e_tot_ev": -23208.5673, "lumo_ha": 0.0287, "smiles": "CC(=O)N(CCCN(C)C)CC[C@H](C)CCC=C(C)C", "elements": ["C", "C", "O", "N", "C", "C", "C", "N", "C", "C", "C", "C", "C", "C", "C", "C", "C", "C", "C", "C", "H", "H", "H", "H", "H", "H", "H", "H", "H", "H", "H", "H", "H", "H", "H", "H", "H", "H", "H", "H", "H", "H", "H", "H", "H", "H", "H", "H", "H", "H", "H", "H", "H", "H"], "coordinates": [[-1.91, -3.32, 1.31], [-2.76, -2.73, 0.20], [-3.64, -3.38, -0.34], [-2.50, -1.45, -0.16], [-3.29, -0.88, -1.24], [-4.66, -0.38, -0.76], [-4.57, 0.68, 0.34], [-3.66, 1.77, 0.02], [-4.13, 2.57, -1.09], [-3.42, 2.60, 1.18], [-1.45, -0.62, 0.38], [-0.15, -0.75, -0.43], [1.03, 0.01, 0.19], [0.75, 1.51, 0.23], [2.31, -0.30, -0.60], [3.59, 0.12, 0.11], [4.81, -0.28, -0.66], [6.05, -0.22, -0.19], [7.24, -0.62, -1.02], [6.35, 0.26, 1.20], [-2.19, -4.36, 1.42], [-0.85, -3.25, 1.09], [-2.11, -2.80, 2.25], [-3.46, -1.66, -1.99], [-2.73, -0.06, -1.68], [-5.22, -1.23, -0.36], [-5.21, 0.00, -1.62], [-4.19, 0.20, 1.25], [-5.58, 1.05, 0.56], [-5.10, 3.04, -0.88], [-4.22, 1.96, -1.98], [-3.40, 3.36, -1.29], [-3.03, 1.99, 2.00], [-2.68, 3.36, 0.93], [-4.33, 3.10, 1.54], [-1.80, 0.41, 0.35], [-1.26, -0.89, 1.42], [-0.32, -0.38, -1.44], [0.11, -1.81, -0.51], [1.17, -0.35, 1.22], [0.54, 1.88, -0.77], [-0.10, 1.74, 0.87], [1.61, 2.05, 0.62], [2.36, -1.37, -0.79], [2.25, 0.20, -1.57], [3.62, -0.34, 1.10], [3.60, 1.21, 0.26], [4.64, -0.62, -1.67], [7.92, 0.22, -1.13], [7.78, -1.43, -0.52], [6.93, -0.96, -2.00], [7.42, 0.24, 1.39], [5.99, 1.28, 1.34], [5.85, -0.36, 1.94]]}

***

No. 7
{"formula": "C4H9N2O", "method": "ωB97M-V/def2-TZVPD", "de_lowest_kj_mol": 152.8, "e_homo_ev": [-20.1, -20.1], "total_charge": 2, "orbital_gap_ev": [11.05, 6.53], "s_squared": 0.758, "e_tot_ev": -9300.4758, "lumo_ha": [-0.3327, -0.4976], "spin_multiplicity": 2, "elements": ["C", "C", "C", "N", "C", "N", "H", "H", "H", "H", "H", "H", "H", "H", "H", "O"], "coordinates": [[-0.01, 2.35, -0.02], [0.51, 0.96, 0.10], [1.33, 0.08, -0.57], [1.31, -1.16, 0.22], [0.29, -1.08, 1.05], [-0.21, 0.15, 1.05], [0.66, 3.14, -0.17], [-0.67, 2.45, 0.87], [-0.58, 2.35, -0.93], [2.00, 0.04, -1.42], [1.62, -2.16, -0.15], [-0.21, -1.98, 1.60], [-1.02, 0.59, 1.60], [-2.35, -2.02, -0.74], [-1.30, -2.00, -1.64], [-1.38, -1.71, -0.85]]}

***

No. 8
{"formula": "C5H8O2", "method": "ωB97M-V/def2-TZVPD", "de_lowest_kj_mol": 259.9, "e_homo_ev": -9.3, "total_charge": 0, "orbital_gap_ev": 10.10, "e_tot_ev": -9407.1380, "lumo_ha": 0.0285, "smiles": "C[C@@]12C[C@]1(O)CO2", "elements": ["C", "C", "C", "C", "O", "C", "O", "H", "H", "H", "H", "H", "H", "H", "H"], "coordinates": [[-0.58, -1.98, 0.37], [-0.02, -0.64, 0.02], [-0.72, 0.46, -0.70], [0.00, 0.76, 0.59], [-0.63, 1.55, 1.52], [1.49, 0.74, 0.29], [1.37, -0.57, -0.31], [-0.69, -2.60, -0.53], [-1.57, -1.86, 0.83], [0.08, -2.49, 1.07], [-0.34, 0.89, -1.62], [-1.80, 0.46, -0.58], [-0.67, 2.39, 1.05], [1.79, 1.53, -0.41], [2.20, 0.70, 1.12]]}

***

No. 9
{"formula": "C5H22N3O4", "method": "ωB97M-V/def2-TZVPD", "de_lowest_kj_mol": 380.9, "e_homo_ev": -10.4, "total_charge": 1, "orbital_gap_ev": 7.84, "e_tot_ev": -18193.9041, "lumo_ha": -0.0945, "elements": ["C", "C", "C", "C", "C", "N", "N", "N", "H", "H", "H", "H", "H", "H", "H", "H", "H", "H", "H", "H", "H", "H", "H", "H", "O", "H", "H", "O", "H", "H", "O", "H", "H", "O"], "coordinates": [[-0.14, -2.44, -0.07], [-0.70, -1.48, -1.19], [0.09, -0.14, -1.30], [-0.21, 0.81, -0.09], [0.70, 0.78, 0.99], [0.97, 1.74, 1.87], [-1.16, 1.82, -0.30], [-2.22, -1.14, -0.67], [-0.83, -2.81, 0.52], [0.71, -2.10, 0.47], [0.26, -3.34, -0.55], [-0.82, -1.98, -2.08], [1.14, -0.54, -1.50], [-0.14, 0.50, -2.25], [1.31, -0.11, 1.06], [1.46, 1.47, 2.78], [0.98, 2.83, 1.64], [-0.92, 2.72, 0.16], [-1.00, 2.16, -1.27], [-2.66, -0.46, -1.26], [-2.90, -1.90, -0.63], [-2.08, -0.64, 0.23], [-0.47, -2.75, -4.37], [0.60, -3.82, -4.12], [0.37, -2.89, -3.89], [4.73, -1.79, 0.18], [3.61, -0.72, 0.38], [3.90, -1.58, 0.02], [-2.15, 0.70, 1.57], [-3.19, 0.47, 2.61], [-2.47, -0.03, 2.06], [0.77, 5.06, 1.69], [-0.01, 4.67, 3.04], [0.72, 4.53, 2.49]]}

***

No. 10
{"formula": "C20H24ClNO5P2Zr", "method": "ωB97M-V/def2-TZVPD", "de_lowest_kj_mol": 106.7, "e_homo_ev": -14.5, "total_charge": 2, "orbital_gap_ev": 6.26, "e_tot_ev": -65215.9800, "lumo_ha": -0.3017, "elements": ["C", "C", "C", "C", "C", "C", "C", "C", "C", "C", "C", "C", "C", "H", "H", "H", "H", "H", "H", "H", "N", "Zr", "C", "H", "H", "C", "H", "H", "P", "P", "C", "H", "H", "H", "C", "H", "H", "H", "C", "H", "H", "H", "C", "H", "H", "H", "C", "O", "H", "O", "Cl", "O", "O", "O"], "coordinates": [[-1.05, 3.46, -1.36], [-0.95, 2.11, -1.01], [0.34, 1.57, -0.86], [1.46, 2.28, -1.28], [1.35, 3.65, -1.52], [0.09, 4.23, -1.57], [2.73, 1.58, -1.67], [2.64, 0.08, -1.50], [1.48, -0.52, -1.01], [1.25, -1.90, -1.26], [2.25, -2.63, -1.91], [3.47, -2.05, -2.26], [3.67, -0.70, -2.04], [-2.04, 3.90, -1.47], [2.25, 4.24, -1.72], [-0.01, 5.29, -1.82], [2.82, 1.72, -2.77], [2.06, -3.68, -2.14], [4.23, -2.63, -2.77], [4.60, -0.20, -2.32], [0.52, 0.27, -0.28], [-0.06, -0.16, 1.49], [-2.17, 1.25, -0.88], [-2.21, 0.43, -1.61], [-3.07, 1.87, -1.01], [-0.07, -2.55, -0.89], [-0.93, -2.03, -1.34], [-0.07, -3.58, -1.24], [-2.49, 0.42, 0.78], [-0.37, -2.65, 0.94], [1.01, -3.72, 1.47], [1.14, -3.61, 2.56], [0.77, -4.77, 1.24], [1.94, -3.44, 0.97], [-1.81, -3.74, 1.12], [-1.55, -4.74, 0.74], [-2.06, -3.81, 2.19], [-2.68, -3.35, 0.57], [-3.17, 1.79, 1.76], [-4.19, 1.51, 2.07], [-2.55, 1.99, 2.65], [-3.22, 2.70, 1.14], [-3.93, -0.65, 0.47], [-3.80, -1.59, 1.02], [-4.83, -0.12, 0.84], [-4.04, -0.84, -0.60], [2.89, 1.56, 1.36], [2.56, 0.49, 1.66], [3.58, 1.99, -1.32], [0.58, 0.37, 3.48], [0.46, 1.93, 3.34], [-0.69, 2.35, 4.09], [1.70, 2.54, 3.65], [0.18, 2.08, 1.83]]}

***

No. 11
{"formula": "C26H32N5O4Ru", "method": "ωB97M-V/def2-TZVPD", "de_lowest_kj_mol": 0.0, "e_homo_ev": [-11.3, -13.9], "total_charge": 2, "orbital_gap_ev": [5.10, 5.74], "s_squared": 8.785, "e_tot_ev": -45688.4549, "lumo_ha": [-0.2274, -0.2997], "spin_multiplicity": 6, "elements": ["Ru", "C", "C", "C", "C", "C", "N", "C", "C", "C", "N", "C", "C", "C", "C", "C", "C", "C", "C", "N", "C", "C", "C", "N", "C", "C", "C", "C", "O", "C", "O", "H", "H", "H", "H", "H", "H", "H", "H", "H", "H", "H", "H", "H", "H", "H", "H", "H", "H", "H", "H", "H", "H", "H", "H", "H", "H", "H", "H", "N", "C", "C", "O", "O", "H", "H", "H", "H"], "coordinates": [[0.31, -1.65, -0.85], [4.07, 0.64, 4.63], [3.04, 0.05, 3.70], [1.72, -0.09, 4.07], [0.79, -0.70, 3.21], [-0.54, -1.03, 3.68], [-1.36, -0.19, 4.21], [-1.25, 1.27, 4.11], [-2.44, 1.82, 3.31], [-2.02, 2.93, 2.34], [-1.63, 2.39, 1.05], [-1.96, 3.00, -0.11], [-1.69, 2.55, -1.42], [-2.11, 3.34, -2.49], [-1.89, 2.97, -3.83], [-2.38, 3.83, -4.94], [-1.19, 1.78, -4.13], [-0.76, 0.95, -3.10], [0.00, -0.22, -3.55], [0.45, -1.22, -2.89], [1.29, -2.18, -3.63], [2.74, -2.06, -3.19], [3.04, -2.60, -1.81], [2.36, -1.87, -0.73], [3.03, -1.53, 0.31], [2.50, -1.00, 1.55], [3.40, -0.43, 2.44], [1.13, -1.14, 1.92], [0.17, -1.59, 1.17], [-1.01, 1.28, -1.73], [-0.67, 0.52, -0.77], [3.60, 1.15, 5.46], [4.70, 1.37, 4.11], [4.72, -0.13, 5.03], [1.40, 0.21, 5.06], [-0.88, -2.06, 3.61], [-2.23, -0.56, 4.59], [-0.31, 1.48, 3.61], [-1.20, 1.69, 5.12], [-3.23, 2.17, 3.97], [-2.87, 1.02, 2.71], [-1.21, 3.53, 2.76], [-2.86, 3.61, 2.17], [-1.10, 1.53, 0.99], [-2.50, 3.93, 0.00], [-2.63, 4.27, -2.29], [-2.67, 4.82, -4.59], [-3.26, 3.36, -5.39], [-1.63, 3.92, -5.73], [-1.00, 1.53, -5.16], [0.21, -0.20, -4.62], [1.20, -1.98, -4.70], [0.91, -3.18, -3.42], [3.08, -1.02, -3.28], [3.34, -2.64, -3.90], [4.11, -2.59, -1.62], [2.69, -3.64, -1.73], [4.11, -1.69, 0.29], [4.44, -0.37, 2.14], [-1.87, -2.00, -0.94], [-2.17, -3.41, -0.62], [-1.02, -4.34, -1.05], [-1.20, -5.51, -1.19], [0.13, -3.71, -1.17], [-2.35, -1.37, -0.30], [-2.22, -1.77, -1.86], [-3.11, -3.74, -1.06], [-2.27, -3.51, 0.46]]}

***

No. 12
{"formula": "CH2BrNO4", "method": "ωB97M-V/def2-TZVPD", "de_lowest_kj_mol": 306.9, "e_homo_ev": -10.8, "total_charge": 0, "orbital_gap_ev": 11.02, "e_tot_ev": -80786.8574, "lumo_ha": 0.0066, "smiles": "O=C(Br)ON(O)O", "elements": ["O", "C", "Br", "O", "N", "O", "O", "H", "H"], "coordinates": [[-2.36, 1.30, 1.60], [-2.32, 0.36, 0.93], [-3.60, -0.07, -0.42], [-1.20, -0.44, 0.68], [-0.64, 0.32, -0.38], [0.13, -0.59, -1.12], [0.29, 1.13, 0.48], [0.84, -0.96, -0.49], [0.32, 1.97, 0.16]]}

***

Please write out number 3 again, unchanged.
{"formula": "C8H12N3", "method": "ωB97M-V/def2-TZVPD", "de_lowest_kj_mol": 518.1, "e_homo_ev": -12.8, "total_charge": 1, "orbital_gap_ev": 9.55, "e_tot_ev": -12949.4405, "lumo_ha": -0.1205, "smiles": "CC#C/C=C\\[C@@]1(C)N=CN[NH2+]1", "elements": ["C", "C", "C", "C", "C", "C", "C", "N", "C", "N", "N", "H", "H", "H", "H", "H", "H", "H", "H", "H", "H", "H", "H"], "coordinates": [[3.12, -1.77, 0.84], [1.91, -1.90, 0.06], [0.92, -1.56, -0.55], [-0.24, -1.51, -1.31], [-1.20, -0.57, -1.44], [-1.26, 0.60, -0.54], [-1.83, 1.74, -1.23], [-2.07, 0.28, 0.63], [-1.51, 0.56, 1.72], [-0.10, 0.83, 1.57], [0.25, 1.06, 0.25], [3.00, -1.71, 1.88], [3.61, -0.90, 0.53], [3.93, -2.47, 0.58], [-0.19, -2.43, -1.89], [-2.01, -0.59, -2.06], [-1.59, 2.69, -0.63], [-2.94, 1.79, -1.26], [-1.66, 1.74, -2.29], [-1.93, 0.47, 2.83], [0.50, 1.23, 2.29], [0.85, 0.39, -0.07], [0.46, 2.01, 0.08]]}